[1]
Entry from OMol25: a 2-piece molecular cluster, C16H32BBrN3O6P overall (wB97M-V/def2-TZVPD).

Computed properties:
HOMO-LUMO gap = 1.996 eV
LUMO energy = -1.8 eV

```
60
C16H32BBrN3O6P wB97M-V/def2-TZVPD
O -1.639 3.682 -0.700
C -1.074 3.671 0.628
C -0.876 2.229 1.212
C 0.387 1.461 0.670
C 1.748 1.878 1.408
C 2.281 3.215 0.824
C 2.344 4.353 1.724
N 2.819 5.392 0.872
C 3.028 4.927 -0.403
O 3.462 5.757 -1.419
B 2.319 6.604 -1.693
O 2.268 7.956 -1.259
O 1.188 6.108 -2.391
N 2.705 3.573 -0.486
P 2.778 2.502 -1.911
O 2.921 0.909 -1.374
Br 0.769 2.529 -3.029
H -1.026 4.179 -1.270
H -1.828 4.191 1.297
H -0.157 4.318 0.639
H -0.846 2.246 2.331
H -1.786 1.636 0.898
H 0.243 0.371 0.950
H 0.506 1.475 -0.441
H 2.504 1.072 1.215
H 1.575 1.980 2.511
H 2.054 4.399 2.791
H 2.982 6.370 1.113
H 1.773 7.978 -0.417
H 0.452 6.145 -1.749
H 2.032 0.503 -1.497
C -1.358 -2.698 -2.061
C -1.645 -2.781 -0.549
C -2.866 -3.689 -0.308
C -2.626 -5.177 -0.548
C -1.174 -5.602 -0.318
C -0.365 -4.668 0.605
N -0.413 -3.318 0.048
O 0.297 -2.404 0.777
C 1.088 -5.169 0.560
C -0.872 -4.799 2.052
C -2.054 -1.384 -0.082
H -0.517 -2.030 -2.263
H -2.225 -2.313 -2.612
H -1.109 -3.674 -2.483
H -3.212 -3.560 0.722
H -3.707 -3.362 -0.932
H -3.289 -5.750 0.108
H -2.917 -5.443 -1.568
H -1.157 -6.627 0.065
H -0.676 -5.652 -1.293
H 1.511 -5.051 -0.441
H 1.142 -6.232 0.818
H 1.728 -4.631 1.263
H -0.792 -5.837 2.392
H -1.917 -4.503 2.166
H -0.280 -4.192 2.740
H -2.946 -1.040 -0.615
H -1.269 -0.652 -0.274
H -2.289 -1.370 0.986
```

=====

[2]
Entry from OMol25: one molecule with the formula FH11Si6 (wB97M-V/def2-TZVPD).

Computed properties:
HOMO-LUMO gap (alpha / beta) = 6.987 / 6.359 eV
LUMO energy (alpha / beta) = -1.3 / -1.6 eV
Energy relative to the best compared isomer or geometry (same formula, charge and spin) = 61.8 kcal/mol

```
18
FH11Si6 wB97M-V/def2-TZVPD
F -3.180 -1.672 1.244
Si 1.362 1.310 0.888
Si 2.134 -0.327 -0.450
Si -0.657 2.334 0.279
Si 1.644 -2.466 0.270
Si -2.067 0.752 -0.798
Si -2.035 -1.374 0.104
H 0.640 0.464 1.892
H 2.117 2.094 1.907
H 1.272 0.061 -1.655
H 3.642 -0.125 -0.653
H -1.474 2.609 1.483
H -0.231 3.706 -0.199
H 1.419 -3.297 -0.927
H 2.154 -3.443 1.158
H -3.081 1.339 -1.644
H -1.170 0.555 -1.889
H -2.490 -2.521 -1.011
```

=====

[3]
Entry from OMol25: Cs5O16PdS4 as an isolated structure (wB97M-V/def2-TZVPD).

Computed properties:
HOMO-LUMO gap (alpha / beta) = 3.959 / 3.947 eV
LUMO energy (alpha / beta) = 0.6 / 0.6 eV
Spin multiplicity = 3
Total charge = -1

```
26
Cs5O16PdS4 wB97M-V/def2-TZVPD
Pd -0.070 0.205 0.143
Cs -0.714 4.788 0.971
Cs 3.203 -1.296 2.319
Cs -1.900 1.276 -3.173
Cs 0.508 -4.375 0.772
Cs -4.114 1.265 0.688
S 2.273 -1.809 -1.452
O 2.238 -1.286 -2.845
O 1.439 -1.308 -0.384
O 2.053 -3.234 -1.541
O 3.536 -1.432 -0.819
S -0.368 0.829 2.943
O 0.101 2.027 3.608
O -1.009 -0.053 3.894
O -1.092 1.063 1.817
O 0.743 0.205 2.239
S -2.396 -1.822 -0.649
O -1.644 -2.738 0.214
O -3.046 -2.511 -1.640
O -3.322 -1.180 0.137
O -1.332 -0.856 -1.125
S 1.013 2.470 -1.232
O -0.367 2.224 -0.921
O 1.319 3.831 -0.947
O 1.678 1.496 -0.336
O 1.268 2.223 -2.679
```

=====

Number 1: strongest force on any atom 0.0877 Eh/bohr. Number 2: strongest force on any atom 0.0513 Eh/bohr. Number 3: strongest force on any atom 0.2595 Eh/bohr.